C3H8NS | ωB97M-V with the def2-TZVPD basis set

The geometry in XYZ format:
```
13
Properties=species:S:1:pos:R:3
S 1.93108 -0.13667 0.15911
N -0.32359 1.99351 0.01336
C -0.38011 -1.68624 0.29254
C -0.68662 0.73330 0.10900
C 0.07620 -0.35005 -0.33559
H -1.39343 -1.90160 0.08755
H 2.29627 0.35908 -0.98480
H -1.47331 0.48957 0.73787
H 0.02573 -0.59723 -1.34030
H -0.23035 -1.65035 1.34031
H 0.25873 -2.44131 -0.22331
H 0.58048 2.36931 -0.33707
H -0.68108 2.81871 0.48133
```

Results
* largest force on an atom: 4.66 eV Å⁻¹
* Kohn-Sham gap: 8.3 eV
* SMILES: C[C@H](S)C=[NH2+]
* energy above the lowest of the compared OMol25 structures with the same formula, charge and spin: 69.98 kJ/mol
* charge: +1
* highest occupied orbital energy: -14.12 eV